Entry 1:
{
  "formula": "C39H47BBrCsF2N14O2PS2",
  "method": "ωB97M-V/def2-TZVPD",
  "symbols": ["C", "C", "C", "H", "C", "H", "H", "C", "B", "N", "C", "C", "C", "N", "C", "H", "C", "H", "C", "Br", "C", "H", "H", "N", "S", "C", "H", "H", "H", "C", "Cs", "H", "H", "C", "N", "H", "C", "H", "O", "H", "C", "N", "C", "C", "C", "H", "H", "N", "F", "H", "N", "H", "H", "C", "H", "H", "N", "H", "H", "H", "N", "H", "C", "N", "H", "N", "C", "H", "H", "N", "C", "C", "C", "H", "C", "H", "H", "C", "H", "C", "C", "H", "H", "H", "H", "C", "C", "C", "H", "S", "H", "H", "F", "N", "N", "C", "O", "C", "H", "C", "P", "H", "H", "H", "H", "C", "C", "H", "H", "C"],
  "xyz": [[5.9533, 2.5636, -1.7181], [-3.6117, 1.5322, 2.1691], [0.6166, 4.8818, -0.4047], [-4.5201, 0.5043, -0.9643], [4.2213, 0.6307, -3.3775], [-0.1773, 1.8171, 1.6805], [-4.1348, 5.4979, -1.9148], [5.5920, 5.2214, -2.4096], [1.0869, -3.7970, 1.7793], [1.5537, -4.9812, 2.6696], [-4.4232, -0.8300, 0.7561], [2.4140, -2.9928, -1.4664], [3.1757, -4.1280, 0.2464], [-1.6434, -1.2630, -3.6524], [-2.8014, -0.9946, 3.0931], [3.1189, 0.7594, 1.7658], [-3.0109, 0.6245, -3.7172], [-5.1040, 2.1151, -4.3436], [-3.9228, 4.4885, -2.2556], [1.5981, 3.2802, -2.4952], [3.9904, 1.3176, 1.3978], [5.4501, 6.2590, -2.6829], [-5.4796, -0.9662, -1.1385], [1.9455, -3.6428, 0.5150], [-3.9945, -2.4365, -4.3671], [-4.7859, 3.8636, -3.1540], [3.8048, -0.7154, -1.9371], [-2.8171, -5.2209, -0.4218], [6.1293, 1.5318, -1.4587], [-4.0492, -1.0729, 3.9682], [-0.4185, -0.2653, -0.9405], [3.7075, -4.7105, 0.9723], [-1.9817, -0.5423, 3.6576], [0.7381, -5.7079, 3.4609], [1.4818, -2.9413, -0.5310], [-0.6717, 6.2997, 2.1187], [0.8176, -0.5173, 3.2842], [6.7333, 5.6810, -0.6496], [-0.2291, 6.3381, 1.2637], [2.4768, -3.1588, 4.1775], [1.8782, -2.3638, 3.7734], [-1.5284, -3.4015, -4.3622], [-2.4599, -4.3759, 1.6160], [-0.8019, -4.6080, 0.2098], [0.0567, 2.7073, 1.1152], [-3.7329, -1.0279, -1.2889], [-5.6810, 4.3667, -3.4976], [4.6192, 1.9095, -3.6586], [3.5743, 2.1064, 0.3536], [2.2506, -2.5297, -2.4264], [0.6367, 2.5163, -0.0560], [-0.7580, 4.0615, 2.5749], [-3.8528, -1.7191, 4.8254], [6.3164, 4.9001, -1.2712], [2.1203, -0.6044, 5.0913], [-2.1214, 4.3349, -1.1133], [0.5074, -1.3927, 2.3436], [-4.6176, 2.3657, 0.4367], [-4.3376, -1.9093, 0.9208], [1.1877, -7.3013, 4.9196], [-2.1369, -0.1310, -3.1789], [-0.1402, -4.7933, -0.6137], [-3.7766, 2.5944, 1.0894], [-1.3754, -3.9338, 2.2321], [0.3915, 0.4727, 3.2777], [1.1555, -2.5209, 2.6470], [6.5036, 3.5679, -0.9427], [4.4234, -3.9560, -1.5659], [0.8513, 5.7221, -1.0387], [-0.3626, -4.0738, 1.3666], [0.0322, 5.0713, 0.8405], [1.6898, -1.0765, 4.2271], [-3.3426, 1.9112, -3.1606], [-4.3384, -0.0936, 4.3499], [1.5145, -6.5739, 4.1987], [-3.4834, 0.3463, -4.6662], [-4.5692, 1.3440, 2.6650], [-2.1572, -4.8165, 0.3222], [3.7483, -6.7354, 4.1115], [-4.4636, 2.6001, -3.6137], [0.8723, 3.5759, -0.7886], [-1.9278, -4.0562, -5.0128], [-2.8988, 1.8829, 2.9255], [-4.8936, -1.4888, 3.4198], [-3.4085, -4.3650, 2.1272], [-2.4746, 2.5007, -2.1712], [5.0351, 4.2257, -3.1892], [-2.3092, -2.2846, -4.1048], [-0.3234, -5.5505, 3.4586], [3.9056, -0.3857, -4.6563], [-3.9519, 3.5793, 1.5287], [-5.3150, -0.4624, 1.2766], [4.8573, 0.4233, 0.8337], [2.8321, -5.3264, 2.8813], [4.1425, 0.2199, -2.1090], [5.1851, 2.8833, -2.8365], [-1.4777, 1.8967, -1.6720], [-0.2730, 3.9556, 1.6122], [4.3569, 2.2009, -4.5881], [3.5207, -3.7331, -1.0269], [-2.8970, -0.0543, 1.4932], [-2.4650, -1.9980, 2.8286], [4.4515, 4.4701, -4.0667], [-0.5457, -3.2014, -4.4873], [4.0881, 0.8756, -1.3450], [-2.8004, 3.8409, -1.8006], [2.8229, -6.2867, 3.7893], [7.0794, 3.2984, -0.0683], [-2.8893, 2.6423, 0.4621], [-4.5479, -0.5612, -0.7416]],
  "lowdin_charge": [-0.043, -0.427, -0.047, 0.054, -0.944, 0.077, 0.082, -0.094, -0.653, -0.005, -0.408, -0.193, -0.086, -0.113, -0.432, 0.110, -0.157, 0.101, -0.145, 0.854, -0.054, 0.099, 0.071, 0.000, 0.350, -0.158, 0.075, 0.089, 0.106, -0.162, 0.914, 0.084, 0.050, -0.080, 0.017, 0.103, -0.209, 0.093, 0.059, 0.106, -0.082, 0.002, -0.181, -0.073, -0.153, 0.043, 0.070, 0.028, -0.016, 0.090, -0.031, 0.113, 0.061, -0.109, 0.075, 0.088, 0.077, 0.071, 0.067, 0.074, -0.182, 0.114, -0.164, 0.039, 0.079, 0.006, -0.090, 0.080, 0.111, -0.010, -0.316, -0.085, -0.164, 0.050, -0.087, 0.088, 0.061, -0.056, 0.085, -0.081, -0.751, 0.034, 0.063, 0.056, 0.095, -0.427, -0.058, -1.008, 0.101, 0.575, 0.066, 0.069, -0.002, 0.036, 0.129, -0.269, -0.431, 0.001, 0.112, -0.079, 0.925, 0.027, 0.107, 0.064, 0.058, -0.062, -0.187, 0.102, 0.030, -0.152],
  "s2": 0.752,
  "homo_lumo_gap_ev": [4.4, 3.7],
  "total_charge": -2,
  "lumo_ev": [3.1991, 2.4834],
  "multiplicity": 2
}



Entry 2:
{
  "formula": "C39H47ClCrN4OS",
  "method": "ωB97M-V/def2-TZVPD",
  "symbols": ["C", "H", "C", "C", "C", "C", "C", "H", "C", "H", "C", "C", "C", "C", "H", "H", "H", "H", "H", "H", "H", "C", "H", "H", "C", "H", "C", "C", "H", "H", "C", "C", "H", "O", "C", "H", "H", "H", "H", "H", "C", "H", "C", "N", "H", "C", "H", "S", "H", "C", "H", "C", "H", "H", "H", "H", "H", "C", "Cl", "H", "C", "H", "H", "C", "N", "H", "H", "H", "H", "C", "C", "H", "C", "H", "N", "Cr", "C", "H", "H", "H", "H", "C", "C", "H", "H", "C", "C", "C", "C", "H", "C", "N", "C", "C"],
  "xyz": [[0.9705, 5.1716, -0.5249], [3.4067, -0.8353, -5.6995], [-2.2089, -2.3794, 3.8602], [-3.6024, 2.8775, 0.1972], [-0.6785, 0.1759, 5.1900], [3.5536, -0.8311, -3.5666], [-0.1662, -2.7318, -3.1245], [1.3284, 5.3816, 1.5686], [4.1872, -4.1071, -1.8557], [-2.8891, 0.2503, -1.9311], [0.2059, 2.3014, -3.5025], [-1.5596, 1.4534, 1.7573], [3.4588, -0.5811, -1.1636], [0.0332, -1.7431, -2.1209], [-1.6460, 2.5064, 1.9675], [1.0946, 2.9534, 1.9996], [-2.4538, -1.3128, 0.2560], [-4.6403, -0.3814, -0.2592], [-2.8181, -3.1076, 1.4494], [0.9407, -5.4368, -1.4487], [-3.1500, -1.8538, 3.6687], [0.5032, 2.9091, -1.2053], [4.4278, 0.4432, -5.0336], [-1.6432, 2.5779, 4.3373], [0.8985, -3.4673, -0.6456], [0.3905, 3.9229, -4.9204], [-1.2376, -2.2176, 2.6696], [-1.0066, 0.4812, 2.6583], [-5.5409, 1.1412, -0.2062], [-0.3894, -0.1824, -3.5040], [0.7031, 4.2519, -1.5643], [0.2131, 1.9314, -2.1909], [-1.2304, -3.1398, 0.6694], [0.7027, -1.2406, 0.0916], [-1.3338, -0.7929, 2.1206], [1.6117, 1.1493, 2.7726], [3.5476, -4.5101, -1.0712], [1.3451, -3.7422, 0.3027], [3.9142, -2.8031, -4.2711], [-1.7661, 0.1406, 5.2942], [-4.6619, 0.6184, 0.1857], [-4.0278, 1.5784, -2.2081], [3.7800, -2.1604, -3.4095], [3.6947, -1.9092, -1.0213], [1.8053, 1.2993, 4.5295], [1.0984, 4.7128, 0.7487], [-0.2840, -0.8364, 5.2116], [3.2048, 0.4793, 0.1041], [-2.3133, 1.9365, -1.9758], [0.5434, -2.1077, -0.8438], [5.2175, -4.1791, -1.4982], [0.6869, -4.3956, -1.6218], [1.5550, -0.2816, 3.7801], [-4.7818, 0.5088, 1.2679], [-0.2744, 0.6931, 6.0634], [-4.4485, 3.2701, -0.3731], [-0.5532, -2.4377, -4.0984], [0.6436, 4.6112, -2.9326], [-0.0822, -5.2403, -4.0976], [-1.8003, -2.0215, 4.7998], [-3.1296, 1.2829, -1.6568], [-0.1975, 3.1029, 3.4619], [0.9080, -2.3248, 2.2846], [3.8638, -2.6658, -2.0931], [0.5998, 2.4691, 0.0906], [2.6726, 0.5850, -4.9208], [-2.7211, 3.4836, -0.0487], [0.7970, 5.6482, -3.2170], [1.0913, 6.2251, -0.7592], [-0.1524, -0.3836, -2.4581], [-0.5666, 2.4142, 4.2238], [-0.0874, 2.6913, 5.1639], [0.4152, 3.6514, -3.8717], [0.2583, -3.6901, 3.2135], [0.0312, 0.6223, -1.6651], [-0.0539, 0.4974, 0.3752], [0.1980, -2.6087, 3.0645], [-2.4411, -3.4404, 3.9864], [0.0216, 1.5738, -4.2843], [4.0882, -4.7020, -2.7627], [-1.5799, -4.2347, 1.9994], [-3.3836, 1.4060, -0.1525], [-2.0122, -0.5520, 0.8818], [-3.8286, 3.0020, 1.2593], [0.5128, -2.1403, 3.9964], [0.1412, -4.0265, -2.8757], [3.5052, -0.1233, -4.8838], [-0.2595, 0.9370, 3.9265], [1.2647, 0.7687, 3.7387], [3.2443, 0.9116, -2.5231], [0.9330, 3.3407, 1.0056], [3.3866, -0.0849, -2.4526], [-2.2543, 0.8258, 0.7011], [-1.7432, -3.2234, 1.6203]],
  "lowdin_charge": [0.024, 0.091, -0.025, -0.042, -0.041, -0.272, -0.058, 0.122, -0.011, 0.085, -0.010, -0.081, -0.805, -0.123, 0.113, 0.095, 0.127, 0.088, 0.096, 0.119, 0.100, -0.144, 0.102, 0.103, -0.020, 0.116, -0.488, -0.105, 0.092, 0.134, -0.133, -0.209, 0.059, -0.187, -0.102, 0.047, 0.074, 0.131, 0.127, 0.098, -0.032, 0.098, 0.027, 0.128, 0.100, -0.004, 0.058, 0.672, 0.071, -0.346, 0.099, -0.075, 0.078, 0.098, 0.094, 0.094, 0.122, -0.013, 0.679, 0.055, -0.032, 0.059, 0.077, -0.295, 0.023, 0.078, 0.087, 0.125, 0.132, -0.056, -0.052, 0.093, -0.047, 0.094, 0.025, 0.817, -0.019, 0.092, 0.110, 0.086, 0.096, -0.534, -0.065, 0.094, 0.060, -0.666, 0.005, -0.502, -0.019, 0.131, -0.101, 0.104, -0.244, -0.048],
  "s2": 3.845,
  "homo_lumo_gap_ev": [6.5, 6.5],
  "total_charge": 1,
  "lumo_ev": [-3.5660, -3.6058],
  "multiplicity": 4
}



Entry 3:
{
  "formula": "C39H47N7O4ReS2",
  "method": "ωB97M-V/def2-TZVPD",
  "symbols": ["H", "H", "H", "H", "N", "N", "C", "H", "H", "H", "Re", "C", "C", "H", "H", "H", "H", "S", "C", "N", "H", "C", "H", "H", "O", "C", "O", "C", "C", "H", "C", "C", "C", "C", "H", "C", "C", "N", "C", "H", "C", "H", "C", "C", "C", "H", "C", "H", "C", "C", "H", "H", "C", "H", "H", "C", "C", "H", "C", "C", "H", "H", "C", "H", "H", "H", "H", "O", "H", "H", "H", "H", "N", "S", "C", "C", "C", "C", "H", "H", "H", "H", "C", "H", "O", "H", "H", "C", "H", "H", "H", "H", "C", "C", "C", "C", "C", "H", "N", "N"],
  "xyz": [[1.9724, -5.4839, -1.4921], [-4.7203, -0.8292, -1.5125], [-2.0591, -4.8984, -2.3727], [-3.8856, 1.2616, -5.5287], [-0.8411, 1.7692, 1.8098], [-3.7568, -1.8990, 0.6673], [0.8811, -1.8950, 4.7123], [5.8437, 0.6609, -0.9059], [5.8021, 1.7468, 3.9509], [5.0530, -1.6220, -1.2667], [0.3524, 0.2268, 1.2368], [4.3819, -2.4673, -1.3311], [-4.1194, -1.7086, -1.7146], [5.6518, -3.6104, -2.6190], [-2.4745, 4.9255, -4.8217], [-1.1050, 2.3539, -0.4833], [-2.3105, 4.0651, 3.3683], [-1.1498, -1.7512, 1.1793], [3.5835, 0.8402, 0.9775], [-3.1982, -0.7971, 2.5982], [-3.0632, -3.6661, -4.2638], [-2.8300, -1.4469, 1.5099], [-3.9643, 4.9162, -2.8467], [6.6612, 1.0849, 2.0158], [1.5712, -1.2152, 0.5619], [-1.7361, 1.6051, -2.3631], [-1.0497, -0.6040, 4.2377], [2.6377, -4.6319, -1.4541], [-3.9474, -2.1637, -3.0131], [0.7416, -3.8252, 7.4832], [3.1672, -2.4274, -0.6470], [-4.4576, 1.7523, -3.4876], [-4.7860, 1.4584, -4.9443], [-2.4371, 2.9192, -2.6234], [6.6559, 2.0997, -0.2710], [2.0033, -2.4535, 4.1024], [2.2936, -3.5156, -0.7113], [3.7106, -0.3369, 0.3673], [2.7933, -1.2381, 0.1400], [-4.4136, -1.6357, -3.8350], [4.7324, 2.6136, 2.2633], [-0.4530, -1.9474, 6.3865], [-1.2547, 2.8000, 2.1010], [-3.5354, -2.3981, -0.6615], [3.8432, -4.6617, -2.1434], [-2.4917, -0.5920, 3.3105], [6.5224, 1.0260, -0.1360], [7.4903, 0.5447, -0.2687], [4.7132, -3.5801, -2.0830], [-2.6450, 4.6818, 1.2993], [-2.0593, 0.6234, -4.2488], [3.5187, -3.9625, 4.2263], [-1.7609, 4.1232, 2.4280], [-3.9909, 5.7498, -5.1839], [-5.3865, 1.9353, -2.9385], [2.1958, -4.0102, 5.9177], [1.0858, -3.4431, 6.5319], [-3.9832, 0.8880, -3.0254], [0.1262, -0.8269, 4.0269], [-3.5474, 4.7829, -4.9486], [-2.8827, 5.7183, 1.5267], [-3.7141, 4.1143, -5.7930], [0.4174, -2.3941, 5.9254], [-5.3107, 2.2932, -5.4071], [4.1086, -5.5339, -2.7260], [-4.1720, -0.6961, 2.8430], [-5.2369, 4.1072, -3.7677], [0.8233, -0.1270, 3.1226], [5.8646, -0.3596, 1.3915], [1.3628, -3.4870, -0.1599], [2.7068, -4.8389, 6.3893], [0.3931, -1.4039, -1.3907], [-3.5981, 2.9188, -3.3068], [2.0980, 1.8050, 1.0596], [-1.0711, 1.5150, -1.1586], [5.9833, 0.7110, 1.2525], [-3.1893, -3.3017, -3.2531], [4.8948, 2.3141, 3.7479], [3.8242, 3.1829, 2.1013], [-4.7256, -1.7432, 0.9145], [4.0412, 1.7459, 4.1195], [-3.5774, 4.1247, 1.2244], [-4.1584, 4.2296, -3.6692], [-0.8930, 4.7647, 2.5938], [-1.8807, 3.9306, -2.2213], [2.3545, -2.0535, 3.1585], [-2.3828, -4.1025, -0.0567], [-2.6209, -3.9922, -2.1909], [5.5666, 3.2073, 1.8878], [4.9549, 3.2505, 4.3006], [-0.6151, -1.3220, -3.6284], [-2.1375, 4.6564, 0.3348], [-0.2003, -0.5533, -1.6908], [-0.7820, -0.5084, -2.9375], [-2.7992, -3.5498, -0.8881], [-1.5776, 0.5762, -3.2804], [2.6549, -3.5184, 4.7023], [-5.4375, 0.5860, -5.0071], [-0.3404, 0.4485, -0.7980], [4.6819, 1.3753, 1.4718]],
  "lowdin_charge": [0.111, 0.114, 0.116, 0.077, 0.000, 0.084, -0.145, 0.063, 0.078, 0.104, 1.232, -0.006, -0.029, 0.115, 0.079, 0.102, 0.134, 0.797, -0.597, 0.159, 0.116, -0.680, 0.119, 0.119, -0.302, -0.078, 0.039, -0.058, -0.074, 0.114, -0.144, -0.210, -0.062, -0.412, 0.082, -0.015, -0.021, 0.141, -0.379, 0.105, -0.216, 0.124, -0.083, -0.268, -0.051, 0.058, -0.054, 0.089, -0.050, -0.063, 0.126, 0.110, -0.168, 0.085, 0.130, -0.054, -0.052, 0.074, -0.534, -0.056, 0.090, 0.070, -0.004, 0.078, 0.116, 0.135, 0.123, -0.257, 0.121, 0.106, 0.114, 0.097, -0.045, 0.783, -0.045, -0.176, -0.067, -0.050, 0.061, 0.166, 0.081, 0.086, -0.185, 0.135, 0.069, 0.103, 0.110, -0.053, 0.133, 0.089, 0.127, 0.067, -0.107, 0.001, -0.046, 0.032, -0.058, 0.079, -0.121, -0.094],
  "s2": 0.759,
  "homo_lumo_gap_ev": [6.2, 6.6],
  "total_charge": 2,
  "lumo_ev": [-7.3645, -6.9569],
  "multiplicity": 2
}



no.,electronic energy (a.u.)
1,-6387.9910
2,-3711.3271
3,-3072.9047